# 1
{"formula": "C16H46F6N4O10S2", "method": "wB97M-V/def2-TZVPD", "elements": ["N", "H", "H", "H", "H", "C", "F", "F", "F", "S", "O", "O", "N", "S", "O", "O", "C", "F", "F", "F", "C", "C", "C", "O", "H", "H", "H", "H", "H", "H", "H", "H", "C", "C", "C", "O", "H", "H", "H", "H", "H", "H", "H", "H", "O", "H", "H", "O", "H", "H", "C", "C", "C", "O", "C", "N", "H", "H", "H", "H", "H", "H", "H", "H", "H", "H", "H", "C", "C", "C", "O", "C", "N", "H", "H", "H", "H", "H", "H", "H", "H", "H", "H", "H"], "coordinates": [[-0.131, -0.040, -0.006], [-0.195, -0.487, 0.897], [-0.968, 0.487, -0.212], [0.003, -0.719, -0.742], [0.646, 0.599, -0.101], [2.571, -0.379, -2.893], [2.665, 0.202, -1.643], [1.804, 0.307, -3.791], [3.780, -0.483, -3.341], [1.872, -2.158, -2.638], [1.907, -2.887, -3.890], [2.679, -2.790, -1.594], [0.292, -1.777, -2.002], [-0.486, -3.080, -2.324], [-1.110, -3.109, -3.650], [0.204, -4.281, -1.929], [-2.046, -2.962, -1.150], [-2.410, -1.684, -1.220], [-3.043, -3.748, -1.629], [-1.685, -3.299, 0.127], [3.420, 1.469, 2.509], [2.033, 0.985, 2.080], [0.870, 1.182, 3.051], [1.695, 1.795, 0.916], [4.117, 1.031, 1.794], [3.674, 1.221, 3.539], [3.434, 2.559, 2.529], [2.159, -0.073, 1.851], [-0.098, 1.212, 2.550], [0.895, 2.137, 3.577], [0.858, 0.434, 3.843], [1.631, 2.692, 1.252], [2.700, -3.242, 3.297], [1.762, -3.218, 2.039], [0.988, -4.513, 1.758], [0.754, -2.202, 2.276], [3.527, -3.950, 3.241], [2.139, -3.488, 4.198], [3.176, -2.267, 3.406], [2.270, -2.830, 1.157], [0.411, -4.775, 2.646], [1.589, -5.343, 1.388], [0.277, -4.313, 0.956], [0.356, -2.399, 3.128], [-2.503, 1.231, -1.301], [-3.029, 1.963, -1.622], [-2.141, 0.831, -2.092], [-1.025, 0.329, -3.492], [-1.154, -0.062, -4.356], [-0.580, -0.349, -2.985], [-1.503, 3.407, -5.254], [0.064, 3.574, -5.195], [0.443, 3.640, -3.693], [1.868, 3.280, -3.527], [2.319, 3.354, -2.120], [0.646, 2.475, -5.892], [-1.864, 2.465, -4.842], [-1.825, 3.548, -6.285], [-1.925, 4.248, -4.703], [0.361, 4.535, -5.615], [-0.175, 2.922, -3.154], [0.267, 4.641, -3.297], [1.630, 2.904, -1.406], [2.541, 4.399, -1.903], [3.271, 2.833, -2.017], [0.036, 1.684, -5.742], [1.516, 2.296, -5.410], [-2.775, -1.216, 2.016], [-3.143, 0.160, 2.592], [-2.658, 0.346, 4.025], [-2.990, -0.766, 4.838], [-2.787, -0.565, 6.229], [-2.569, 1.164, 1.713], [-3.132, -2.020, 2.660], [-1.703, -1.330, 1.857], [-3.318, -1.354, 1.081], [-4.229, 0.227, 2.647], [-3.298, 1.166, 4.350], [-1.601, 0.593, 4.121], [-3.108, 0.426, 6.548], [-1.705, -0.661, 6.324], [-3.366, -1.230, 6.870], [-2.939, 1.022, 0.784], [-2.904, 2.075, 1.992]], "charge": 0, "max_force_ev_per_a": 5.8, "orbital_gap_ev": 9.21, "e_tot_ev": -81745.794, "spin_multiplicity": 1}

# 2
{"formula": "C22H22N6O2S2", "method": "wB97M-V/def2-TZVPD", "elements": ["C", "O", "C", "C", "N", "C", "N", "N", "C", "S", "C", "C", "O", "N", "C", "C", "C", "C", "C", "C", "C", "C", "C", "N", "N", "C", "C", "C", "C", "C", "C", "S", "H", "H", "H", "H", "H", "H", "H", "H", "H", "H", "H", "H", "H", "H", "H", "H", "H", "H", "H", "H", "H", "H"], "coordinates": [[-3.116, -1.696, 1.369], [-3.811, -0.655, 0.715], [-3.026, 0.460, 0.394], [-2.799, 1.398, 1.600], [-2.112, 2.613, 1.226], [-0.772, 2.624, 1.127], [0.010, 1.717, 1.617], [1.303, 1.974, 1.446], [1.551, 3.061, 0.810], [3.144, 3.553, 0.329], [3.888, 1.892, 0.101], [2.946, 1.078, -0.774], [2.736, 1.357, -1.930], [2.347, 0.049, -0.113], [1.243, -0.640, -0.591], [0.576, -0.552, -1.791], [-0.460, -1.510, -1.702], [-1.496, -1.816, -2.675], [-2.450, -2.792, -2.390], [-3.446, -3.084, -3.301], [-3.505, -2.408, -4.510], [-2.560, -1.439, -4.802], [-1.562, -1.141, -3.893], [-0.403, -2.135, -0.533], [0.620, -1.602, 0.147], [0.928, -2.098, 1.426], [1.201, -1.245, 2.490], [1.502, -1.783, 3.730], [1.513, -3.155, 3.918], [1.205, -3.998, 2.863], [0.913, -3.476, 1.618], [0.101, 3.961, 0.359], [-3.820, -2.522, 1.444], [-2.241, -2.009, 0.788], [-2.795, -1.405, 2.375], [-3.581, 0.998, -0.383], [-2.055, 0.152, -0.016], [-2.187, 0.898, 2.352], [-3.765, 1.664, 2.034], [-2.616, 3.256, 0.636], [4.072, 1.451, 1.078], [4.823, 2.086, -0.424], [2.565, -0.106, 0.862], [0.818, 0.103, -2.600], [-2.393, -3.312, -1.447], [-4.181, -3.840, -3.069], [-4.284, -2.637, -5.222], [-2.601, -0.911, -5.744], [-0.831, -0.384, -4.131], [1.127, -0.175, 2.371], [1.714, -1.121, 4.556], [1.748, -3.565, 4.889], [1.194, -5.068, 3.010], [0.666, -4.115, 0.785]], "charge": 0, "max_force_ev_per_a": 1.6, "smiles": "COCCNc1nnc(SCC(=O)Nc2cc(-c3ccccc3)nn2-c2ccccc2)s1", "orbital_gap_ev": 8.42, "e_tot_ev": -57876.576, "relative_energy_kcal_mol": 31.38, "spin_multiplicity": 1}

# 3
{"formula": "C24H41CoF3P2", "method": "wB97M-V/def2-TZVPD", "elements": ["Co", "C", "C", "C", "C", "C", "C", "H", "H", "H", "C", "H", "H", "H", "C", "H", "H", "H", "C", "H", "H", "H", "C", "H", "H", "H", "C", "C", "C", "C", "C", "C", "C", "C", "H", "H", "H", "H", "H", "H", "H", "H", "H", "H", "H", "H", "P", "C", "C", "P", "C", "C", "C", "H", "H", "H", "H", "H", "H", "H", "H", "H", "H", "H", "H", "H", "H", "F", "C", "F", "F"], "coordinates": [[0.652, 0.254, 0.173], [2.256, 2.198, -0.345], [1.016, 2.242, 0.485], [2.903, 2.106, 1.866], [3.354, 2.088, 0.519], [1.516, 2.196, 1.888], [2.370, 2.531, -1.781], [1.397, 2.689, -2.253], [2.887, 1.729, -2.329], [2.958, 3.454, -1.910], [4.779, 2.130, 0.105], [4.905, 1.761, -0.917], [5.399, 1.521, 0.773], [5.175, 3.156, 0.139], [3.795, 2.180, 3.054], [4.106, 3.215, 3.267], [4.708, 1.596, 2.897], [3.291, 1.800, 3.951], [0.715, 2.506, 3.096], [1.012, 3.472, 3.537], [0.877, 1.740, 3.868], [-0.354, 2.552, 2.883], [-0.167, 3.082, 0.122], [-0.007, 4.113, 0.481], [-1.084, 2.706, 0.592], [-0.323, 3.137, -0.957], [-1.439, -2.867, -1.750], [-1.781, -1.823, -2.535], [-3.182, -1.329, -2.747], [-4.127, -1.446, -1.521], [-3.475, -1.158, -0.217], [-2.968, -2.094, 0.631], [-2.764, -3.540, 0.315], [-2.418, -3.835, -1.165], [-3.626, -1.893, -3.595], [-4.630, -2.423, -1.517], [-3.185, -0.275, -3.081], [-3.337, -3.884, -1.768], [-0.394, -3.180, -1.655], [-1.087, -1.510, -3.325], [-1.968, -4.846, -1.213], [-1.969, -3.969, 0.957], [-2.884, -1.874, 1.696], [-3.690, -4.084, 0.592], [-4.929, -0.693, -1.660], [-3.568, -0.122, 0.100], [0.644, -0.172, -1.792], [1.459, -1.381, -2.817], [-0.482, 0.880, -2.734], [-0.666, -0.285, 1.773], [-0.692, -0.936, 0.052], [-2.189, 0.650, 2.085], [-0.523, -1.659, 2.909], [2.389, -1.684, -2.315], [1.702, -0.917, -3.784], [0.820, -2.258, -2.955], [-1.489, 0.466, -2.660], [-0.143, 0.907, -3.773], [-0.505, 1.890, -2.320], [-1.136, -2.497, 2.569], [-0.859, -1.302, 3.891], [0.529, -1.958, 2.977], [-0.494, -2.008, 0.007], [-1.560, -0.633, -0.539], [-1.991, 1.307, 2.938], [-3.012, -0.020, 2.340], [-2.470, 1.267, 1.226], [1.901, -2.351, 0.544], [2.171, -0.995, 0.687], [2.564, -0.841, 2.008], [3.317, -0.776, -0.063]], "charge": 1, "max_force_ev_per_a": 4.8, "orbital_gap_ev": [7.27, 6.51], "e_tot_ev": -89897.299, "relative_energy_kcal_mol": 0.00, "spin_multiplicity": 5}

# 4
{"formula": "C12H28BF4KN4O4", "method": "wB97M-V/def2-TZVPD", "elements": ["K", "B", "F", "F", "F", "F", "C", "O", "N", "C", "C", "H", "H", "H", "H", "H", "H", "H", "C", "O", "N", "C", "C", "H", "H", "H", "H", "H", "H", "H", "C", "O", "N", "C", "C", "H", "H", "H", "H", "H", "H", "H", "C", "O", "N", "C", "C", "H", "H", "H", "H", "H", "H", "H"], "coordinates": [[17.319, -25.434, -11.394], [18.335, -23.681, -8.983], [17.730, -24.812, -8.406], [19.371, -24.131, -9.836], [17.329, -23.086, -9.771], [18.884, -22.819, -8.034], [19.780, -28.352, -11.301], [19.406, -27.242, -11.614], [20.214, -28.679, -10.066], [20.469, -30.071, -9.788], [20.273, -27.711, -8.996], [19.923, -29.156, -12.038], [19.600, -30.605, -9.382], [21.219, -30.256, -9.016], [20.798, -30.609, -10.676], [20.506, -26.704, -9.339], [19.294, -27.614, -8.509], [20.989, -28.024, -8.241], [13.686, -24.855, -12.672], [14.785, -25.025, -12.175], [13.203, -23.690, -13.100], [11.897, -23.544, -13.669], [13.992, -22.459, -13.001], [12.939, -25.666, -12.656], [11.255, -24.426, -13.558], [11.950, -23.396, -14.752], [11.263, -22.772, -13.227], [13.906, -21.907, -13.932], [13.655, -21.884, -12.138], [15.021, -22.747, -12.796], [15.160, -28.343, -11.973], [16.217, -27.841, -12.300], [14.934, -28.947, -10.797], [13.619, -29.447, -10.423], [15.943, -29.159, -9.758], [14.223, -28.219, -12.539], [13.272, -28.975, -9.499], [13.616, -30.527, -10.281], [12.912, -29.106, -11.182], [15.685, -30.013, -9.136], [16.900, -29.382, -10.230], [15.998, -28.278, -9.117], [18.580, -25.162, -15.040], [17.973, -25.028, -14.002], [19.930, -25.125, -15.167], [20.560, -25.399, -16.445], [20.803, -24.984, -14.022], [18.096, -25.258, -16.028], [20.803, -26.463, -16.541], [21.499, -24.848, -16.482], [19.940, -25.125, -17.297], [21.544, -24.208, -14.228], [20.207, -24.627, -13.185], [21.322, -25.908, -13.762]], "charge": 0, "max_force_ev_per_a": 1.8, "orbital_gap_ev": 9.53, "e_tot_ev": -54928.687, "relative_energy_kcal_mol": 5.01, "spin_multiplicity": 1}

Copy entry 3 word for word.
{"formula": "C24H41CoF3P2", "method": "wB97M-V/def2-TZVPD", "elements": ["Co", "C", "C", "C", "C", "C", "C", "H", "H", "H", "C", "H", "H", "H", "C", "H", "H", "H", "C", "H", "H", "H", "C", "H", "H", "H", "C", "C", "C", "C", "C", "C", "C", "C", "H", "H", "H", "H", "H", "H", "H", "H", "H", "H", "H", "H", "P", "C", "C", "P", "C", "C", "C", "H", "H", "H", "H", "H", "H", "H", "H", "H", "H", "H", "H", "H", "H", "F", "C", "F", "F"], "coordinates": [[0.652, 0.254, 0.173], [2.256, 2.198, -0.345], [1.016, 2.242, 0.485], [2.903, 2.106, 1.866], [3.354, 2.088, 0.519], [1.516, 2.196, 1.888], [2.370, 2.531, -1.781], [1.397, 2.689, -2.253], [2.887, 1.729, -2.329], [2.958, 3.454, -1.910], [4.779, 2.130, 0.105], [4.905, 1.761, -0.917], [5.399, 1.521, 0.773], [5.175, 3.156, 0.139], [3.795, 2.180, 3.054], [4.106, 3.215, 3.267], [4.708, 1.596, 2.897], [3.291, 1.800, 3.951], [0.715, 2.506, 3.096], [1.012, 3.472, 3.537], [0.877, 1.740, 3.868], [-0.354, 2.552, 2.883], [-0.167, 3.082, 0.122], [-0.007, 4.113, 0.481], [-1.084, 2.706, 0.592], [-0.323, 3.137, -0.957], [-1.439, -2.867, -1.750], [-1.781, -1.823, -2.535], [-3.182, -1.329, -2.747], [-4.127, -1.446, -1.521], [-3.475, -1.158, -0.217], [-2.968, -2.094, 0.631], [-2.764, -3.540, 0.315], [-2.418, -3.835, -1.165], [-3.626, -1.893, -3.595], [-4.630, -2.423, -1.517], [-3.185, -0.275, -3.081], [-3.337, -3.884, -1.768], [-0.394, -3.180, -1.655], [-1.087, -1.510, -3.325], [-1.968, -4.846, -1.213], [-1.969, -3.969, 0.957], [-2.884, -1.874, 1.696], [-3.690, -4.084, 0.592], [-4.929, -0.693, -1.660], [-3.568, -0.122, 0.100], [0.644, -0.172, -1.792], [1.459, -1.381, -2.817], [-0.482, 0.880, -2.734], [-0.666, -0.285, 1.773], [-0.692, -0.936, 0.052], [-2.189, 0.650, 2.085], [-0.523, -1.659, 2.909], [2.389, -1.684, -2.315], [1.702, -0.917, -3.784], [0.820, -2.258, -2.955], [-1.489, 0.466, -2.660], [-0.143, 0.907, -3.773], [-0.505, 1.890, -2.320], [-1.136, -2.497, 2.569], [-0.859, -1.302, 3.891], [0.529, -1.958, 2.977], [-0.494, -2.008, 0.007], [-1.560, -0.633, -0.539], [-1.991, 1.307, 2.938], [-3.012, -0.020, 2.340], [-2.470, 1.267, 1.226], [1.901, -2.351, 0.544], [2.171, -0.995, 0.687], [2.564, -0.841, 2.008], [3.317, -0.776, -0.063]], "charge": 1, "max_force_ev_per_a": 4.8, "orbital_gap_ev": [7.27, 6.51], "e_tot_ev": -89897.299, "relative_energy_kcal_mol": 0.00, "spin_multiplicity": 5}